No. 1
# C6H16

A 2-piece molecular cluster, C6H16 overall (the ωB97M-V functional and the def2-TZVPD basis, OMol25).

Summary:
Orbital gap = 0.4405 hartree
F_max = 2.0 eV Å⁻¹
Spin multiplicity = 1
Charge = 0
Highest occupied orbital energy = -11.0 eV

```
22
Properties=species:S:1:pos:R:3:forces:R:3
C -0.626906 1.126374 -2.114648 0.064 1.290 1.534
C -1.119691 1.890274 -3.335591 -0.447 -0.711 -0.327
H -0.464098 0.063850 -2.254485 -0.288 -0.092 -0.017
H 0.282701 1.544941 -1.670342 0.413 -0.114 -0.718
H -1.270426 1.347819 -1.250638 -0.391 -0.695 -0.269
H -0.695508 2.877257 -3.450536 0.421 0.092 -0.084
H -2.201965 2.053051 -3.338594 0.055 -0.210 0.211
H -0.924595 1.257812 -4.200889 0.163 0.449 -0.345
C 0.234942 -0.723989 1.183787 -0.833 0.916 1.309
C -0.548549 -0.941003 2.513227 0.571 -0.078 -1.234
C 1.185313 0.482185 1.193242 0.481 -0.290 -0.546
C 0.922197 -2.033726 0.863251 -0.037 -0.345 -0.691
H -0.438113 -0.412924 0.379630 -0.442 -0.659 0.071
H -1.084585 -0.060705 2.852994 0.041 0.104 0.109
H 0.194980 -1.275001 3.237035 -0.234 0.085 0.362
H 2.076381 0.379756 1.815584 0.130 -0.354 -0.185
H 1.424899 0.549234 0.129136 0.853 0.271 0.139
H 0.808085 1.473915 1.438733 -0.776 -0.229 0.214
H 0.233348 -2.884833 0.849662 -0.252 0.254 0.059
H 1.348859 -2.018133 -0.143241 0.375 0.040 0.177
H 1.666200 -2.307868 1.612185 0.263 0.266 -0.098
H -1.251327 -1.752522 2.322488 -0.130 0.008 0.329
```
Forces are in eV/Å.

=====

No. 2
# C6H16Br3N5O10

C6H16Br3N5O10 as an isolated structure (the ωB97M-V functional and the def2-TZVPD basis, OMol25).

Summary:
Orbital gap = 0.3644 hartree
F_max = 4.6 eV Å⁻¹
Spin multiplicity = 1
Charge = 0
Highest occupied orbital energy = -10.5 eV

```
40
Properties=species:S:1:pos:R:3:forces:R:3
C 29.257130 -32.797950 24.951850 -0.216 -0.859 -0.030
N 28.633650 -33.491370 23.766810 -1.196 -0.845 0.941
O 27.553420 -34.079080 23.957930 1.746 0.931 -0.288
O 29.199330 -33.381050 22.713490 0.088 -0.126 -0.571
H 28.513280 -32.022200 25.133510 0.667 0.290 0.392
H 30.293360 -32.545610 24.726790 -0.483 0.613 -0.381
H 29.330390 -33.504890 25.778270 -0.597 0.004 -0.048
C 34.705810 -35.693580 35.479080 0.407 -1.228 -0.332
N 33.467590 -34.895840 35.479040 1.499 1.396 -0.820
O 32.410540 -35.417520 35.409960 -2.041 -1.762 0.386
O 33.625740 -33.703540 35.363340 0.396 1.109 0.446
H 35.295500 -35.316830 34.643360 -0.003 0.002 0.227
H 34.410540 -36.725220 35.287690 0.081 0.104 0.082
H 35.278660 -35.646580 36.405210 -0.362 0.397 -0.010
C 28.641690 -32.561550 32.632790 0.247 0.672 0.901
N 27.652950 -32.474100 31.550740 -2.904 -3.514 -0.021
O 26.696410 -33.317050 31.531770 2.348 1.758 0.847
O 27.806110 -31.699290 30.674440 0.685 1.848 -1.298
H 29.240350 -33.460990 32.488870 -0.299 0.023 0.180
H 28.103010 -32.507390 33.578830 -0.011 -0.651 -0.115
H 29.272690 -31.672770 32.630110 -0.018 -0.143 -0.500
C 35.415930 -33.966810 29.307260 -0.459 -0.543 0.835
N 33.968550 -34.187130 29.543230 -0.939 -0.340 2.252
O 33.274500 -34.312310 28.556250 -0.096 0.242 0.610
O 33.604760 -34.343920 30.738160 0.394 0.424 -2.613
H 35.885560 -33.897060 30.288430 0.001 0.258 -0.271
H 35.523230 -33.074760 28.690140 0.229 -0.502 -0.174
H 35.621210 -34.954550 28.894550 0.870 0.501 -0.628
C 42.525430 -32.252080 29.812350 1.156 -0.277 -0.371
N 41.184630 -32.356780 30.433690 -3.466 -0.851 2.158
O 40.653700 -31.365580 30.962690 1.887 -0.795 -1.297
O 40.556740 -33.450970 30.484000 2.450 1.746 -0.983
H 42.992480 -31.278810 29.963070 -0.811 0.160 -0.173
H 42.500790 -32.564860 28.768470 -0.555 0.416 -0.018
H 43.269200 -32.940590 30.213420 -0.679 -0.406 0.677
C 31.770070 -29.482430 28.265260 -0.155 1.180 -0.355
Br 30.183380 -28.305450 27.757880 1.335 -0.907 0.624
Br 32.761290 -28.841360 29.859020 -0.826 -0.369 -0.966
Br 32.995410 -29.552680 26.719040 -0.689 -0.188 0.841
H 31.335900 -30.457450 28.486460 0.320 0.231 -0.133
```
Forces are in eV/Å.

=====

No. 3
# C6H16CdIO2

C6H16CdIO2 as an isolated structure (the ωB97M-V functional and the def2-TZVPD basis, OMol25).

Summary:
Orbital gap = 0.1477 hartree
F_max = 1.5 eV Å⁻¹
Spin multiplicity = 1
Charge = +1
Highest occupied orbital energy = -12.6 eV

```
26
Properties=species:S:1:pos:R:3:forces:R:3
Cd -4.787200 0.708258 -1.439187 1.451 -0.380 0.179
I -2.141892 0.027928 -1.077305 -1.484 0.387 -0.170
C 0.432660 -0.976467 4.131665 -0.335 0.237 0.098
C -0.803099 -1.184518 3.271126 -0.006 -0.280 0.144
C -1.791165 -0.044415 3.370539 -0.081 0.131 -0.616
O -0.363552 -1.402167 1.921703 0.158 0.114 -0.136
H 0.163158 -0.908607 5.187926 -0.026 -0.256 -0.014
H 0.904387 -0.020330 3.894739 0.082 -0.107 -0.229
H 1.135792 -1.789118 3.972759 0.088 0.010 0.082
H -1.336938 -2.096343 3.571968 0.224 0.015 0.086
H -2.289422 -0.027206 4.337173 0.104 0.114 0.070
H -2.564283 -0.186746 2.603869 -0.087 0.005 0.136
H -1.306764 0.914216 3.161023 -0.014 -0.002 0.204
H -0.889921 -0.879566 1.311708 -0.102 0.009 0.264
C 1.092139 1.883598 -3.612509 0.132 0.204 -0.361
C 1.395384 0.386490 -3.665298 -0.687 0.401 0.668
C 1.979890 -0.156788 -2.369535 -0.064 0.583 -0.006
O 0.160611 -0.308535 -3.950277 0.511 -0.012 -0.366
H 0.286018 2.123375 -2.913256 0.040 -0.197 0.174
H 0.752281 2.214390 -4.595634 0.004 -0.023 0.009
H 1.952413 2.503895 -3.347563 0.045 -0.208 0.043
H 2.082522 0.204189 -4.488560 -0.167 -0.277 -0.139
H 2.978239 0.254366 -2.203531 0.078 -0.347 -0.060
H 1.959806 -1.242733 -2.389780 0.301 -0.048 0.073
H 1.397584 0.196013 -1.505947 -0.162 -0.102 -0.090
H -0.398658 -0.193177 -3.177808 -0.003 0.030 -0.044
```
Forces are in eV/Å.

=====

No. 4
# C6H16CoF4N2O10S4

C6H16CoF4N2O10S4 as an isolated structure (the ωB97M-V functional and the def2-TZVPD basis, OMol25).

Summary:
Orbital gap (spin up / spin down) = 0.2085 / 0.1673 hartree
F_max = 9.1 eV Å⁻¹
Spin multiplicity = 4
Charge = 0
Highest occupied orbital energy (spin up / spin down) = -10.8 / -10.7 eV

```
43
Properties=species:S:1:pos:R:3:forces:R:3
Co 0.277971 0.308734 -0.732368 0.713 -0.552 -0.459
N -1.084069 -0.579146 -3.054098 3.028 -1.827 -0.945
S -2.375549 -0.430626 -3.868838 -7.644 4.493 -1.933
O -3.436609 -1.159976 -3.195958 0.841 1.411 -1.146
O -2.407169 -0.322996 -5.351668 0.975 -1.133 3.605
F -2.556609 1.149664 -3.504178 -0.289 -0.603 0.279
S -0.712159 -1.998806 -3.941278 2.932 -4.562 1.524
O 0.059531 -1.853586 -5.138288 -1.236 0.414 0.843
O -1.671139 -3.105896 -3.757808 1.980 2.913 -0.784
F 0.416241 -2.336546 -2.866188 0.388 -0.302 0.382
N 3.061621 0.197534 -0.195238 0.181 0.372 2.693
S 4.260801 -0.201536 -1.082808 2.691 -1.183 -6.208
O 4.504041 -1.636636 -1.048718 0.154 2.189 0.002
O 5.354451 0.777734 -1.175488 -2.085 -2.425 0.526
F 3.460851 0.064564 -2.486758 0.294 -0.402 0.684
S 4.013731 0.328434 1.265552 -2.509 2.563 3.937
O 4.844551 1.504994 1.339862 0.147 -2.059 -0.686
O 4.251761 -0.841336 2.101032 -0.263 1.544 -2.421
F 2.700241 1.001114 1.886132 -0.836 -0.461 1.054
C 0.166921 -2.853726 3.490272 0.220 -0.577 0.876
C 0.158241 -2.985226 1.977142 1.673 -1.144 -0.241
C -0.497609 -4.262986 1.419922 -0.593 1.190 0.570
O -0.404699 -1.823146 1.408972 -0.626 1.543 -0.998
H 0.488481 -3.751466 4.018252 -0.207 -0.573 -0.466
H -0.825159 -2.640766 3.888422 -0.184 0.107 -0.139
H 0.870521 -2.159046 3.949042 -0.086 0.652 -0.728
H 1.169791 -2.997516 1.571272 0.246 0.178 0.326
H -0.753149 -4.131306 0.368512 0.428 -0.087 -0.114
H -1.460759 -4.324136 1.926582 -0.111 -0.694 0.169
H 0.141461 -5.131626 1.578512 -0.286 0.030 0.052
H -1.345259 -1.854086 1.598682 -0.326 0.160 -0.037
C -1.132159 4.964804 1.208992 0.565 1.276 2.152
C -1.464209 3.580144 0.809392 -1.223 0.707 -0.526
C -2.853039 3.479354 0.227922 -1.308 -1.004 1.694
O -0.654989 3.094174 -0.215138 2.615 -2.122 -1.522
H -1.687549 5.154964 2.127402 -0.606 0.070 -0.032
H -1.339389 5.833334 0.583862 -0.062 -0.493 -0.591
H -0.142979 5.076814 1.652932 0.499 -0.202 -0.630
H -1.259169 2.920604 1.652622 -0.440 -0.044 0.081
H -3.046279 2.419464 0.062352 0.101 -0.018 -0.981
H -3.061799 4.136164 -0.616548 0.317 -0.272 -0.063
H -3.628029 3.632064 0.979032 0.010 0.707 0.218
H -0.401699 3.757464 -0.861288 -0.078 0.222 -0.015
```
Forces are in eV/Å.

=====

No. 5
# C6H16CuN2O4S

C6H16CuN2O4S as an isolated structure (the ωB97M-V functional and the def2-TZVPD basis, OMol25).

Summary:
Orbital gap (spin up / spin down) = 0.3345 / 0.2920 hartree
F_max = 2.7 eV Å⁻¹
Spin multiplicity = 2
Charge = 0
Highest occupied orbital energy (spin up / spin down) = -9.0 / -9.0 eV

```
30
Properties=species:S:1:pos:R:3:forces:R:3
Cu 0.224652 -0.351243 -1.010751 -0.583 -1.228 -0.481
C -2.551507 -0.440327 -0.126888 0.874 -0.291 1.265
N -1.177655 -0.521179 0.485344 0.042 0.763 0.385
C -0.963380 -1.823061 1.200677 -0.728 0.903 -1.051
C -0.855971 0.655432 1.380093 -0.916 -0.172 -1.057
C 0.588750 1.139494 1.293512 0.827 -1.241 1.014
N 1.083112 1.298454 -0.103728 0.929 -0.512 1.105
C 0.688240 2.604999 -0.621927 0.970 0.668 -2.454
C 2.604781 1.208920 -0.121236 -1.139 0.444 -0.327
H -3.322372 -0.427693 0.638866 -0.097 0.039 0.318
H -2.741630 -1.262648 -0.796131 0.342 -0.295 -0.141
H -2.577772 0.468713 -0.668815 -0.259 0.921 -0.666
H -1.797746 -1.960479 1.871832 -0.529 -0.251 0.252
H -0.107155 -1.685015 1.833717 0.775 -0.458 -0.045
H -0.914569 -2.617561 0.431153 0.340 0.232 0.776
H -1.186864 0.454020 2.413406 0.287 0.201 -0.273
H -1.415507 1.506819 0.988907 -0.526 -0.135 0.153
H 1.268510 0.409765 1.821324 -0.564 0.759 -0.553
H 0.628244 2.106213 1.823321 0.232 -0.292 -0.065
H 0.986772 3.498373 -0.021778 0.068 -0.866 -0.063
H -0.386303 2.661530 -0.783059 -0.039 -0.086 -0.009
H 1.216127 2.688821 -1.659047 -1.167 0.139 1.732
H 3.026570 1.941066 0.552267 0.046 0.388 0.315
H 2.886378 1.482959 -1.133406 0.288 -0.295 -0.041
H 2.990757 0.236154 0.160386 -0.359 -0.274 -0.178
O 0.707217 -3.293715 -3.278563 -0.276 -0.186 -0.802
S 0.393003 -2.767183 -1.998522 -1.608 0.632 1.255
O 0.058860 -3.776099 -0.971500 0.668 1.482 -1.084
O 1.476858 -1.761209 -1.593201 0.198 0.039 0.667
O -0.830402 -1.674324 -2.006251 1.904 -1.030 0.053
```
Forces are in eV/Å.

=====

No. 6
# C6H16FO2Rb

C6H16FO2Rb as an isolated structure (the ωB97M-V functional and the def2-TZVPD basis, OMol25).

Summary:
Orbital gap = 0.2870 hartree
F_max = 2.7 eV Å⁻¹
Spin multiplicity = 1
Charge = 0
Highest occupied orbital energy = -8.7 eV

```
26
Properties=species:S:1:pos:R:3:forces:R:3
Rb -3.901215 3.120673 0.567099 0.911 -0.533 0.144
F -1.465049 1.905117 1.543632 -0.657 0.158 -0.691
C 1.680512 -0.045678 2.678683 0.965 -0.418 -0.155
C 1.089023 -0.740827 1.442336 -2.036 0.725 1.636
C 1.472359 -2.193985 1.278596 0.132 0.262 -0.185
O -0.341238 -0.589114 1.648109 0.800 -1.494 -0.874
H 1.275679 0.930806 2.944578 -0.093 0.200 -0.822
H 2.758599 0.029770 2.536759 0.230 0.184 0.322
H 1.479877 -0.599045 3.596086 0.081 -0.564 -0.188
H 1.369931 -0.270842 0.499836 0.182 0.493 -0.002
H 2.559860 -2.160752 1.212774 0.142 -0.503 0.021
H 1.083195 -2.568240 0.331725 0.000 -0.011 -0.050
H 1.147052 -2.883717 2.057413 0.026 0.316 0.236
H -0.511667 0.353893 1.705442 -0.681 0.964 0.034
C -1.505935 -0.579838 -2.710210 1.337 1.249 -0.016
C -0.970030 0.425349 -1.616509 0.251 -0.200 0.167
C 0.269468 1.297197 -2.039432 -0.473 -1.583 -0.257
O -1.993107 1.299155 -1.181126 -1.126 0.524 -0.724
H -2.543904 -0.912487 -2.702543 0.128 -0.023 0.961
H -0.795297 -1.406196 -2.725507 -0.292 -0.284 -0.038
H -1.432825 -0.113898 -3.692882 0.228 0.236 -0.165
H -0.713280 -0.097651 -0.695291 0.294 -0.642 -0.297
H 1.181608 0.707254 -2.129286 -0.082 -0.527 -0.330
H 0.585056 2.007239 -1.275008 -0.792 0.399 -0.128
H 0.032234 1.682791 -3.030965 0.252 0.661 0.180
H -1.810903 1.403026 -0.244311 0.273 0.408 1.220
```
Forces are in eV/Å.